1.
Computed, not measured: a cluster of 2 separate species, C5H11BrNO in total in a non-equilibrium geometry, with wB97M-V/def2-TZVPD.

Output
* energy relative to the best compared isomer or geometry (same formula, charge and spin): 1.545 eV
* E_LUMO: -5.04 eV
* total charge: +1

Last column: natural (NBO) charge in e.
CARTESIAN COORDINATES (ANGSTROEM)
C 2.3552 -0.1790 -0.8652  -0.6600
C 1.9951 0.0130 0.5963  -0.0811
C 0.8675 0.6485 0.8213  -0.5032
C -1.4332 -0.4646 -1.0306  -0.1344
C -1.3852 -0.5690 0.5579  0.3415
N -1.8788 0.3926 1.3229  -0.7106
O -1.5946 0.8628 -1.3143  -0.7031
Br -0.9629 -2.3043 1.1156  0.2621
H 1.6318 0.4310 -1.4229  0.2018
H 2.2666 -1.2754 -1.3324  0.2315
H 2.6834 -0.4821 1.2974  0.2287
H 0.4024 1.3103 0.1591  0.2082
H 0.5872 0.8359 1.8782  0.1896
H -2.2815 -1.2403 -1.1076  0.2413
H -0.4959 -0.8849 -1.4035  0.2424
H -1.7668 0.2278 2.3124  0.4377
H -1.7465 1.3335 0.9473  0.4521
H 3.3239 0.2392 -1.0432  0.2428
H -2.5677 1.1050 -1.4885  0.5128



2.
Computed, not measured: a cluster of 9 separate species, C81H171N9O9 in total in a non-equilibrium geometry, with wB97M-V/def2-TZVPD.

Output
* energy relative to the best compared isomer or geometry (same formula, charge and spin): 10.187 eV
* E_LUMO: 0.36 eV

Last column: Mulliken charge in e.
CARTESIAN COORDINATES (ANGSTROEM)
C -0.8453 6.2457 -3.2931  -2.1464
C 0.6481 6.6775 -3.4209  2.3092
C 1.4991 6.2369 -2.1922  -0.8572
C 1.2688 5.9028 -4.6164  -1.2636
C 2.5260 6.5026 -5.2604  0.2508
C 2.2540 8.0061 -5.4981  -1.8955
C 1.8935 8.7858 -4.2784  1.7980
C 3.2216 8.7537 -3.3125  -1.5000
C 1.6319 10.1787 -4.7658  -1.9714
N 0.7557 8.1379 -3.6158  0.2671
O 0.2281 8.8384 -2.5393  -0.4927
H -0.8473 5.1775 -3.5180  0.2968
H -1.3377 6.4966 -2.3560  0.3090
H -1.4098 6.6262 -4.1453  0.4783
H 1.6906 6.9392 -1.3768  0.2664
H 1.1770 5.3685 -1.6116  0.0233
H 2.5025 5.8436 -2.3734  -0.1242
H 1.5405 4.9223 -4.2152  0.0596
H 0.5770 5.5617 -5.3894  0.5057
H 3.3692 6.3492 -4.5826  -0.5840
H 2.8547 5.8914 -6.1015  0.6818
H 1.4235 8.1279 -6.1984  0.4684
H 3.0934 8.4631 -6.0240  0.5445
H 3.4798 7.8171 -2.8187  0.2047
H 2.9100 9.2933 -2.4131  0.4400
H 4.1139 9.2380 -3.7069  0.3582
H 2.5082 10.6437 -5.2184  0.3845
H 1.3391 10.8932 -3.9951  0.3842
H 0.8402 10.1603 -5.5157  0.4222
H 0.7273 8.4959 -1.7863  0.4634
C -6.8779 7.8609 6.2370  -1.7195
C -7.0555 6.9141 5.0512  1.4453
C -8.4587 6.2644 5.0744  -1.6661
C -7.0651 7.8745 3.8059  -1.1923
C -6.8337 7.0586 2.5012  -0.7274
C -5.5656 6.2280 2.5738  -1.1755
C -5.6580 5.2240 3.7839  1.1327
C -6.5692 3.9860 3.3391  -1.5655
C -4.2123 4.7015 3.8111  -1.9237
N -6.0237 5.8885 5.0517  0.3483
O -6.0697 5.0049 6.1228  -0.4793
H -7.3567 8.8143 6.0167  0.4023
H -7.4185 7.5669 7.1413  0.3945
H -5.8394 7.8527 6.5687  0.3773
H -8.3985 5.6235 5.9563  0.3993
H -9.3513 6.8826 5.1693  0.4118
H -8.6294 5.6054 4.2235  0.3278
H -8.0321 8.3722 3.7614  0.5741
H -6.2408 8.5895 3.7937  0.3545
H -7.5904 6.2765 2.3819  0.2527
H -7.0468 7.5440 1.5469  0.4267
H -4.6878 6.8776 2.5565  0.3897
H -5.4026 5.6021 1.6954  0.5078
H -7.5573 4.2077 2.9388  0.3183
H -6.7645 3.3170 4.1805  0.3925
H -5.9949 3.3090 2.7058  0.4023
H -3.4732 5.4335 4.1349  0.4402
H -3.9089 4.2117 2.8861  0.3600
H -4.1671 3.8847 4.5366  0.4258
H -5.6382 5.5049 6.8225  0.3698
C -0.1430 -2.1259 4.8286  -2.0659
C 0.4364 -3.4958 5.2348  1.9049
C 1.8977 -3.6023 4.8874  -1.8359
C 0.2679 -3.7375 6.7812  -1.1684
C 0.6294 -5.1531 7.2326  -0.4582
C -0.2634 -6.1282 6.6415  -1.4228
C -0.3063 -6.0074 5.0617  1.8532
C 0.9176 -6.6771 4.4156  -1.7923
C -1.5253 -6.8281 4.5615  -2.1418
N -0.4444 -4.5514 4.6860  0.0566
O -0.5469 -4.4751 3.2840  0.1610
H -1.1509 -2.0630 5.2397  0.4364
H 0.5311 -1.3120 5.0954  0.3499
H -0.2608 -2.0190 3.7489  0.3449
H 2.3210 -4.5828 5.0968  0.2393
H 2.0119 -3.4767 3.8072  0.2723
H 2.5301 -2.7976 5.2647  0.4526
H 0.8938 -2.9710 7.2420  0.5065
H -0.7612 -3.5398 7.0872  0.3730
H 1.6553 -5.2924 6.8837  0.2498
H 0.7239 -5.1795 8.3191  0.4064
H -1.2536 -6.1996 7.0946  0.4197
H 0.0611 -7.1702 6.7162  0.4398
H 0.8490 -7.7685 4.4163  0.4156
H 1.6581 -6.6519 5.2199  0.5815
H 1.2121 -6.4002 3.4059  0.1671
H -1.7035 -7.6657 5.2326  0.4492
H -1.2599 -7.1598 3.5566  0.3232
H -2.3599 -6.1610 4.3431  0.2670
H -1.3837 -4.0401 3.0972  0.1945
C -1.5661 -6.1788 -2.5507  -1.5671
C -0.9630 -6.5283 -1.2043  1.5311
C -0.5067 -5.2128 -0.4722  -1.3505
C -1.9875 -7.1338 -0.2185  0.7415
C -2.5175 -8.4050 -0.7678  -0.7328
C -1.3293 -9.3884 -0.7319  -1.2991
C -0.0363 -8.9293 -1.5416  1.1473
C 1.2652 -9.5834 -0.9644  -1.7263
C -0.1662 -9.1865 -3.1186  -1.6990
N 0.1874 -7.4560 -1.3544  0.4550
O 1.2471 -6.9538 -2.0990  -0.4744
H -1.7787 -7.0607 -3.1498  0.3281
H -2.4214 -5.5196 -2.3955  0.2907
H -0.8061 -5.6006 -3.0789  0.2221
H -1.3643 -4.5470 -0.3682  -0.0035
H 0.0115 -5.3582 0.4759  0.4159
H 0.2129 -4.6121 -1.0325  0.4487
H -1.5555 -7.1873 0.7804  0.2030
H -2.8182 -6.4247 -0.2273  -1.3250
H -3.3723 -8.8588 -0.2624  0.3285
H -2.9092 -8.3404 -1.7844  0.4338
H -1.6334 -10.3771 -1.0802  0.5220
H -0.9658 -9.5612 0.2827  0.3728
H 2.2214 -9.3990 -1.4569  0.4575
H 1.2238 -10.6672 -0.8420  0.3743
H 1.4495 -9.2130 0.0459  0.4416
H 0.0592 -10.2559 -3.1454  0.5186
H 0.7155 -8.8087 -3.6359  0.2998
H -1.0883 -8.8931 -3.6127  0.3415
H 2.0543 -7.3371 -1.7449  0.3656
C 1.3922 0.6641 -5.3788  -2.3129
C 1.7839 -0.2478 -6.5691  2.2385
C 1.4553 0.4935 -7.8993  -2.3583
C 3.2974 -0.4583 -6.6171  -0.4694
C 3.8634 -1.5883 -5.6916  -0.5465
C 3.1710 -2.8600 -5.9523  -1.4727
C 1.5728 -2.7816 -5.9656  1.4540
C 1.1313 -4.1204 -6.6504  -2.1067
C 0.9903 -2.8752 -4.5374  -1.1062
N 1.0987 -1.5763 -6.5091  0.6134
O -0.2698 -1.5842 -6.6951  -0.4664
H 1.5438 1.7408 -5.4359  0.4912
H 0.3316 0.4751 -5.1971  0.5636
H 1.7764 0.2176 -4.4594  0.0926
H 0.3895 0.7148 -7.9804  0.4440
H 2.0835 1.3778 -7.9941  0.3543
H 1.5925 -0.1745 -8.7521  0.5230
H 3.6307 -0.4129 -7.6535  0.4335
H 3.6204 0.4503 -6.1043  -0.4023
H 4.9540 -1.5962 -5.7115  0.5958
H 3.6942 -1.1939 -4.6863  0.0699
H 3.4422 -3.6071 -5.2033  0.5001
H 3.5426 -3.3204 -6.8700  0.3838
H 0.0432 -4.1329 -6.5790  0.4225
H 1.5706 -5.0398 -6.2673  0.3283
H 1.3574 -4.0975 -7.7191  0.5072
H 1.6616 -3.4441 -3.8882  0.3382
H -0.0518 -3.1786 -4.4484  0.4080
H 1.0893 -1.9381 -3.9836  -0.0146
H -0.3293 -1.6719 -7.6517  0.3373
C -7.6640 -6.2571 3.2031  -1.7035
C -6.4038 -6.6783 2.3977  0.8166
C -5.5985 -7.7931 3.1738  -1.6061
C -6.8809 -7.2935 1.0703  -0.6660
C -7.3602 -6.1756 0.1655  -0.9385
C -6.3424 -5.0388 0.0804  -1.1335
C -5.6927 -4.4745 1.3172  2.2361
C -4.3148 -3.8681 0.7764  -2.3389
C -6.5102 -3.3554 1.8993  -2.0330
N -5.4711 -5.5932 2.2012  1.3895
O -4.7721 -5.2510 3.3752  -0.5682
H -8.1938 -5.4799 2.6575  0.3025
H -8.2020 -7.1830 3.4006  0.4578
H -7.2233 -5.8231 4.1017  0.3501
H -5.3694 -7.6158 4.2226  0.3281
H -6.2671 -8.6576 3.1730  0.4891
H -4.7523 -8.0830 2.5511  0.1625
H -6.0265 -7.7774 0.5925  0.0880
H -7.7302 -7.9671 1.1814  0.3850
H -7.4968 -6.5447 -0.8515  0.4906
H -8.3294 -5.8199 0.5213  0.3898
H -6.6898 -4.3893 -0.7253  0.4882
H -5.6017 -5.5804 -0.5179  0.0658
H -3.6006 -3.5963 1.5555  0.7049
H -4.5018 -2.9805 0.1709  0.5975
H -3.7709 -4.5282 0.1002  -0.2087
H -7.5657 -3.5256 2.1149  0.2899
H -6.5227 -2.4855 1.2382  0.4439
H -6.1367 -2.8889 2.8132  0.4063
H -3.8772 -5.3221 3.0290  0.2687
C -1.6838 2.0276 -3.0650  -1.4319
C -0.9221 1.7531 -1.6419  1.7116
C 0.3624 2.5059 -1.6418  -0.5729
C -1.9189 2.2201 -0.5929  -1.9371
C -1.5016 1.8401 0.8481  -0.2214
C -1.4518 0.3146 0.8664  -1.5077
C -0.5160 -0.3235 -0.2093  3.4612
C 0.8720 -0.1548 0.2911  -2.1058
C -1.0213 -1.8078 -0.1805  -2.3836
N -0.8424 0.2873 -1.5297  -0.0379
O -0.1159 -0.2481 -2.6310  0.2300
H -2.5986 1.4354 -3.1099  0.4568
H -1.9422 3.0799 -3.1738  0.3973
H -1.0782 1.6106 -3.8684  0.0426
H 1.0312 2.4677 -0.7803  0.3494
H 1.0972 2.1185 -2.3544  -0.0325
H 0.1679 3.5010 -2.0426  -0.3070
H -2.0429 3.3038 -0.6267  0.4939
H -2.8617 1.7447 -0.8665  0.4279
H -0.4609 2.1143 1.0295  0.0853
H -2.2027 2.1130 1.6357  0.3105
H -2.5128 0.0644 0.7882  0.3969
H -1.1632 -0.0664 1.8479  0.2627
H 1.1539 0.7588 0.8207  0.1312
H 1.5415 0.0029 -0.5598  0.2041
H 1.3063 -0.9369 0.9147  0.4013
H -0.7185 -2.3756 0.6998  0.2438
H -0.4184 -2.2466 -0.9813  0.3420
H -2.0622 -2.0336 -0.4069  0.3661
H -0.6433 -1.0285 -2.8275  0.2639
C 5.5531 -0.3750 4.7089  -1.5730
C 4.7414 0.8758 4.5427  2.1518
C 3.3552 0.5852 4.0471  -1.2745
C 4.7218 1.4487 5.9773  -1.6512
C 4.0077 2.8024 6.2075  -0.6886
C 4.7362 3.7728 5.2438  -1.2437
C 4.9313 3.2592 3.7584  1.5960
C 3.5461 3.5778 3.0579  -1.4626
C 6.0662 4.1831 3.2428  -1.5975
N 5.4534 1.8423 3.7495  0.1039
O 5.7460 1.4506 2.4095  -0.3800
H 6.2884 -0.5302 5.4996  0.3923
H 5.0648 -1.3530 4.7291  0.1677
H 6.1438 -0.6230 3.8217  0.3738
H 3.0562 -0.4569 4.1755  -0.0487
H 2.5023 1.0389 4.5572  0.2029
H 3.2302 0.8753 3.0038  0.2380
H 4.2305 0.6689 6.5642  0.5267
H 5.7322 1.5249 6.3799  0.5201
H 2.9353 2.7324 6.0263  0.3056
H 4.1965 3.1448 7.2246  0.4394
H 5.6397 4.0534 5.7845  0.4148
H 4.0177 4.5888 5.1614  0.3220
H 2.6651 3.1347 3.5261  0.4395
H 3.6933 3.3654 1.9997  -0.1005
H 3.1820 4.5834 3.2787  0.4660
H 5.9411 5.2630 3.3190  0.3339
H 6.2771 4.0128 2.1857  0.1314
H 6.8395 3.9000 3.9575  0.5238
H 6.5167 1.9792 2.1835  0.3877
C 4.5858 3.3858 -5.2865  0.0881
C 5.9973 3.1366 -4.6909  1.6917
C 7.0322 2.5978 -5.6953  -1.9307
C 6.6306 4.5263 -4.2225  -1.5428
C 6.1765 5.0654 -2.8180  0.6665
C 6.3372 3.9757 -1.7467  -1.0807
C 5.6370 2.6650 -2.1436  1.8072
C 5.8128 1.5791 -1.0566  -2.1068
C 4.1260 2.9494 -1.9247  -0.3039
N 6.1509 2.2519 -3.5085  0.2179
O 5.8690 0.8995 -3.8620  -0.2303
H 3.8875 3.9514 -4.6740  -0.5747
H 4.5884 3.6889 -6.3337  0.5847
H 4.2227 2.3589 -5.3859  -0.6753
H 7.0366 3.3947 -6.4444  0.5190
H 8.0599 2.4763 -5.3584  0.3996
H 6.7446 1.7193 -6.2742  0.2874
H 7.7162 4.5656 -4.1435  0.3965
H 6.1513 5.2863 -4.8419  0.5392
H 6.5879 6.0690 -2.7105  0.5769
H 5.1039 5.2764 -2.8563  -0.9146
H 6.0195 4.4291 -0.8052  0.2363
H 7.4010 3.8261 -1.5412  0.3478
H 6.8988 1.4550 -1.0047  0.6155
H 5.4049 0.6109 -1.3436  0.2652
H 5.4219 1.8925 -0.0907  0.1828
H 3.6060 2.0305 -2.1985  0.3478
H 3.9081 3.6129 -2.7637  -0.8783
H 3.8977 3.4057 -0.9651  0.2037
H 6.7230 0.4980 -3.6789  0.2824



3.
Computed, not measured: the ion C6H8N2P with charge +1 in a non-equilibrium geometry, with wB97M-V/def2-TZVPD.

Output
* energy relative to the best compared isomer or geometry (same formula, charge and spin): 2.170 eV
* E_LUMO: -5.73 eV
* total charge: +1

Last column: natural (NBO) charge in e.
CARTESIAN COORDINATES (ANGSTROEM)
C -2.3196 -3.3765 -1.0969  -0.4481
C -1.4275 -2.8054 -0.3584  0.2535
C -0.5300 -2.0668 0.2751  -0.4038
C -0.2708 -0.7067 -0.0413  0.1822
C 0.7245 0.1675 0.4788  0.1591
N 0.8080 1.3818 -0.0952  -0.4670
C 1.7950 2.4340 0.1890  -0.4515
P -0.3227 1.3264 -1.5471  1.0607
N -0.8762 -0.1928 -1.0653  -0.6461
H -3.2761 -3.5900 -0.6344  0.2604
H -2.2602 -3.9708 -2.0045  0.2689
H -0.0809 -2.4164 1.1742  0.2463
H 1.2586 -0.0395 1.3917  0.2410
H 1.2966 3.5206 0.3206  0.2570
H 2.3951 2.4817 -0.7684  0.2512
H 2.4427 2.2941 1.0752  0.2537
H -1.0928 2.3082 -1.1418  -0.0174